(1)
DFT (wB97M-V/def2-TZVPD) results for C34H28Cl2MnNO2S3Sb as an isolated structure.

Last column: Mulliken spin population.
CARTESIAN COORDINATES (ANGSTROEM)
1 Mn -0.80949 0.65680 2.92868  4.83
2 Cl -2.84135 2.19288 2.77316  0.04
3 C -3.97733 1.24534 1.81383  -0.02
4 C -5.15058 1.89635 1.47960  -0.01
5 C -6.11399 1.20760 0.76494  0.00
6 C -5.88691 -0.11400 0.41743  0.00
7 C -4.70076 -0.73381 0.76584  0.00
8 Cl -4.49548 -2.38878 0.30900  0.00
9 C -3.67439 -0.07458 1.46824  0.01
10 S -2.19077 -0.91961 1.84038  0.03
11 H -5.30282 2.92249 1.78318  0.00
12 H -7.03934 1.69449 0.49030  0.00
13 H -6.62778 -0.67882 -0.13111  0.00
14 C 3.52590 -0.74880 -0.94951  0.00
15 C 2.92585 -0.91347 -2.32278  0.00
16 C 3.75471 -0.86928 -3.44131  0.00
17 C 3.24233 -1.00130 -4.72279  0.00
18 C 1.87931 -1.17822 -4.90198  0.00
19 C 1.04333 -1.21805 -3.79494  0.00
20 C 1.54691 -1.08740 -2.50382  0.00
21 Sb 0.28188 -1.18614 -0.75173  0.00
22 C 0.47715 0.92657 -0.30464  -0.01
23 C 0.89760 1.20861 1.00525  0.18
24 C 1.10840 2.50630 1.45944  -0.02
25 C 0.86162 3.56485 0.59660  -0.02
26 C 0.48246 3.30348 -0.70571  0.02
27 C 0.31922 2.00037 -1.18884  -0.02
28 C 0.05831 1.83338 -2.66143  0.00
29 C -1.59667 -1.17655 -1.78623  0.00
30 C -2.45069 -0.07895 -1.74381  0.00
31 C -3.66840 -0.09061 -2.40952  0.00
32 C -4.04438 -1.21655 -3.12366  0.00
33 C -3.21746 -2.32996 -3.13900  0.00
34 C -2.00075 -2.33508 -2.46350  0.00
35 C -1.16315 -3.58735 -2.43773  0.00
36 H 4.61449 -0.75291 -0.99698  0.00
37 H 3.21552 -1.55232 -0.27585  0.00
38 H 3.21561 0.19521 -0.49353  0.00
39 H 4.82103 -0.73116 -3.30192  0.00
40 H 3.90678 -0.96702 -5.57686  0.00
41 H 1.46554 -1.28189 -5.89719  0.00
42 H -0.02378 -1.33817 -3.94812  0.00
43 H 1.18029 0.36756 1.65099  -0.10
44 H 1.46799 2.68642 2.46191  -0.01
45 H 0.99572 4.58512 0.93161  0.00
46 H 0.32570 4.13023 -1.38946  0.00
47 H -0.46379 2.70399 -3.05975  0.00
48 H -0.52605 0.94733 -2.88852  0.00
49 H 1.00744 1.73727 -3.19445  0.00
50 H -2.16699 0.80408 -1.18074  0.00
51 H -4.31803 0.77478 -2.36369  0.00
52 H -4.98782 -1.23745 -3.65467  0.00
53 H -3.52667 -3.22092 -3.67357  0.00
54 H -1.61336 -4.37233 -3.04422  0.00
55 H -1.07214 -3.96554 -1.41589  0.00
56 H -0.15313 -3.41382 -2.81679  0.00
57 O 0.74276 0.90197 6.53879  0.00
58 S 0.93142 0.79227 5.12931  -0.03
59 O 0.32116 1.89320 4.33099  0.03
60 N 0.34857 -0.52963 4.39114  0.06
61 C 1.33881 -1.27687 3.80870  0.00
62 S 1.08905 -2.58193 2.86265  0.02
63 C 2.68912 -0.66000 4.02814  -0.02
64 C 3.91962 -1.12440 3.59352  0.00
65 C 5.04439 -0.35908 3.86584  0.00
66 C 4.95007 0.84753 4.55918  0.00
67 C 3.72174 1.31812 5.00113  0.00
68 C 2.61541 0.54403 4.71048  0.01
69 H 3.97669 -2.06087 3.05472  0.00
70 H 6.01562 -0.70339 3.53567  0.00
71 H 5.84529 1.42164 4.75698  0.00
72 H 3.63344 2.24673 5.54861  0.00

Forces on atoms 1 to 6 (eV/Å):
Mn -0.14 -0.24 -0.17
Cl 0.02 0.14 -0.02
C 0.02 -0.02 0.01
C 0.00 -0.01 -0.01
C 0.00 0.01 0.00
C -0.01 -0.01 0.00

For the energy relative to the best compared isomer or geometry (same formula, charge and spin), the calculation gives 81.0 kJ/mol. The calculation puts the LUMO energy (spin up / spin down) at -0.566 / -0.589 eV. The spin multiplicity is 6. Its charge is 0. The expectation value of S² is 8.757.

(2)
DFT (wB97M-V/def2-TZVPD) results for one molecule with the formula C6H14.

Last column: Löwdin charge in e.
CARTESIAN COORDINATES (ANGSTROEM)
1 C 2.09782 -0.92038 0.52348  -0.10
2 C 1.46611 -0.36555 -0.78903  -0.25
3 C -0.05010 -0.53228 -0.86683  -0.22
4 C -0.84541 0.06745 0.31587  -0.44
5 C -2.34202 0.08466 -0.04397  -0.09
6 C -0.38870 1.47345 0.62767  -0.09
7 H 2.87510 -1.62904 0.25884  0.06
8 H 1.35038 -1.40263 1.15403  0.06
9 H 2.54568 -0.12746 1.12906  0.06
10 H 1.71927 0.68485 -0.94969  0.10
11 H 1.93049 -0.92161 -1.60410  0.10
12 H -0.41392 -0.07245 -1.79235  0.11
13 H -0.32274 -1.59023 -0.95964  0.11
14 H -0.70999 -0.63489 1.14045  0.12
15 H -2.72586 -0.92663 -0.22457  0.08
16 H -2.89841 0.45831 0.82187  0.07
17 H -2.52513 0.72518 -0.90605  0.08
18 H 0.59314 1.51234 1.09879  0.07
19 H -1.05666 1.99129 1.31736  0.08
20 H -0.29905 2.12562 -0.25120  0.09

Forces on atoms 1 to 6 (eV/Å):
C -0.25 0.62 -0.35
C 0.13 -0.43 0.41
C -0.25 0.08 -0.02
C -0.28 -0.37 -1.23
C 0.20 -0.37 0.74
C 0.44 0.67 0.50

For the energy relative to the best compared isomer or geometry (same formula, charge and spin), the calculation gives 26.9 kJ/mol. The structure (SMILES) is CCCC(C)C. The calculation puts the LUMO energy at 1.202 eV. Its charge is 0.

(3)
DFT (wB97M-V/def2-TZVPD) results for one molecule with the formula C2H4BrN.

Last column: Löwdin charge in e.
CARTESIAN COORDINATES (ANGSTROEM)
1 C 0.09065 0.39590 -0.32608  -0.37
2 C -0.86692 -0.50593 0.37698  -0.56
3 N 0.95253 0.86026 0.43532  0.10
4 Br -2.68056 0.10481 0.00469  0.60
5 H -0.18566 0.45772 -1.44686  0.13
6 H -0.82900 -0.29616 1.35971  0.00
7 H -0.94844 -1.45245 -0.03273  0.02
8 H 1.65530 1.49707 0.04461  0.07

Forces on atoms 1 to 6 (eV/Å):
C -1.75 -1.29 -1.57
C -1.25 1.78 -2.85
N 1.69 1.35 0.27
Br -0.73 0.42 -0.34
H 1.18 0.56 1.41
H 0.68 -0.44 3.42

For the energy relative to the best compared isomer or geometry (same formula, charge and spin), the calculation gives 70.1 kJ/mol. The structure (SMILES) is [H]/N=C/CBr. The calculation puts the LUMO energy at 0.790 eV. Its charge is 0.

> What is the energy relative to the best compared isomer or geometry (same formula, charge and spin) in the first record?

81.0 kJ/mol